1.
The following is a DFT calculation (the ωB97M-V functional and the def2-TZVPD basis) of a 18-piece molecular cluster, C83H111N11O7 overall at a distorted geometry.

Structure (XYZ):
```
212
Properties=species:S:1:pos:R:3:forces:R:3
C -0.462790 5.375791 1.169238 -1.18 -0.37 0.29
C -1.750635 5.219115 0.364854 -1.46 0.82 -0.18
C -1.870652 6.616123 -0.318558 0.39 -1.93 1.07
O -0.514098 6.782863 -0.694057 -0.03 1.61 -1.26
C 0.358934 6.209995 0.236202 0.65 -0.87 0.26
H 0.003401 4.421485 1.414323 0.02 0.23 0.12
H -0.614063 5.989249 2.057431 -0.38 -0.42 0.35
H -2.684492 5.009433 0.886444 0.22 -0.16 0.42
H -1.689159 4.469045 -0.423633 0.30 -0.12 -0.03
H -2.240865 7.333831 0.413525 0.32 0.41 0.18
H -2.575264 6.651604 -1.149437 0.51 -0.12 -0.33
H 0.915243 6.931412 0.834683 0.17 0.40 -0.40
H 1.044183 5.511979 -0.244745 0.32 0.43 -0.51
C 3.927427 3.691385 3.238265 0.61 0.31 -0.06
C 4.374348 4.999769 2.547253 0.72 0.65 2.41
C 3.445172 5.142453 1.392588 1.18 -0.81 -0.81
O 2.417877 4.220292 1.614750 -1.73 -0.12 -1.48
C 2.486359 3.618456 2.859651 -0.02 -0.69 0.65
H 4.005545 3.622516 4.323279 0.54 0.24 -0.04
H 4.446622 2.852129 2.775452 0.08 -0.10 0.13
H 5.434823 5.029657 2.297055 -0.07 -0.26 -0.26
H 4.261193 5.817549 3.258969 -0.18 0.16 0.11
H 4.032290 4.753614 0.560614 -0.27 0.28 -0.74
H 3.099077 6.149217 1.158615 -0.17 -0.05 0.22
H 2.236704 2.557597 2.840500 -0.54 -0.03 -0.49
H 1.800130 4.098732 3.557160 0.01 0.27 0.31
C -1.208030 -0.089569 0.663217 -1.29 -0.12 0.20
C -0.092974 0.782121 1.115393 1.50 1.51 0.60
C 1.176761 0.186196 0.509172 0.22 -0.59 -0.05
O 0.775039 -1.054011 -0.078763 -0.44 -0.51 -0.53
C -0.534156 -1.410893 0.410799 0.36 -0.38 0.01
H -1.732809 0.240776 -0.233207 0.22 0.20 -0.14
H -1.955382 -0.087758 1.456670 -0.19 -0.48 -0.09
H 0.002615 0.820002 2.200528 -0.08 -0.46 0.21
H -0.171993 1.844067 0.882717 -0.24 0.02 -0.48
H 1.966302 -0.070703 1.215379 -0.10 0.30 0.55
H 1.651917 0.816363 -0.242642 -0.23 0.02 -0.29
H -0.441237 -2.036063 1.298843 0.12 0.19 0.41
H -1.052302 -2.061426 -0.293775 0.14 0.27 -0.44
C 1.822640 -2.690414 -7.255375 1.13 0.09 -0.69
C 2.745756 -1.666726 -6.546823 -0.76 -0.01 -0.46
C 2.526352 -2.125344 -5.157206 0.12 0.85 0.86
O 1.091216 -2.321633 -5.053787 0.74 -0.67 0.40
C 0.707436 -3.017712 -6.248580 0.07 0.07 -0.41
H 2.487009 -3.549813 -7.345647 -0.35 -0.38 -0.32
H 1.508090 -2.397342 -8.257004 -0.16 -0.01 0.12
H 2.409499 -0.639771 -6.689613 -0.07 0.08 0.09
H 3.824557 -1.698343 -6.699476 -0.08 -0.26 -0.79
H 2.955031 -1.377638 -4.489910 -0.97 0.16 0.61
H 3.159901 -2.990696 -4.962587 -0.56 -0.76 0.02
H -0.328683 -2.799418 -6.507256 0.12 1.11 -0.25
H 0.569101 -4.097008 -6.184665 0.79 -0.40 0.85
C -4.244387 -3.906034 -0.149425 0.38 -0.29 -0.29
C -5.252361 -3.135993 0.695537 -1.05 0.42 -0.31
C -4.868175 -1.649088 0.448199 0.40 -1.89 1.60
O -4.044276 -1.697384 -0.652848 0.63 1.27 -1.98
C -4.025969 -2.971785 -1.306587 -0.22 1.26 0.24
H -4.628754 -4.855003 -0.523370 0.26 -0.21 0.44
H -3.283235 -3.979427 0.359397 -0.07 -0.51 0.23
H -5.287951 -3.408958 1.750201 0.25 0.01 -0.02
H -6.265594 -3.285276 0.322477 -0.08 -0.27 -0.14
H -4.214384 -1.436098 1.293949 -0.18 0.95 0.24
H -5.704048 -0.955645 0.355739 0.01 0.01 -0.02
H -3.080620 -2.902867 -1.844777 0.12 -0.91 0.10
H -4.827302 -3.076832 -2.037975 -0.25 0.19 -0.19
C 5.781185 0.272650 -4.811187 -0.73 1.02 0.44
C 6.702470 -0.476581 -5.729785 1.48 -0.91 -0.44
C 7.172381 -1.718311 -4.889169 -1.29 0.08 0.21
O 6.139126 -1.852110 -3.902254 -0.36 -0.80 -0.60
C 5.760915 -0.543724 -3.538275 -0.03 -0.39 1.02
H 4.796132 0.329960 -5.274315 -0.24 -0.25 0.21
H 6.008211 1.320318 -4.613863 0.49 -0.02 -0.01
H 7.578980 0.055516 -6.099506 -0.05 0.31 0.19
H 6.139949 -0.745942 -6.623718 0.17 -0.48 0.04
H 8.100911 -1.629333 -4.325263 0.37 0.60 -0.36
H 7.215999 -2.665153 -5.427400 -0.05 0.14 -0.19
H 6.463781 -0.257953 -2.755715 0.40 0.80 -0.13
H 4.806296 -0.572312 -3.012937 -0.29 -0.09 -0.34
C -4.317216 2.415117 -1.696399 -0.14 -1.46 -0.22
C -4.497961 3.519979 -2.732728 -1.66 -0.99 -0.67
C -5.239954 4.618116 -1.959742 1.44 -0.64 0.61
O -4.694242 4.425440 -0.642633 -0.39 1.28 0.73
C -4.605888 3.042982 -0.348991 0.97 0.17 -0.27
H -3.361240 1.901063 -1.796185 0.42 0.44 0.33
H -4.987684 1.571468 -1.860216 -0.43 0.16 -0.16
H -5.207170 3.114507 -3.454345 0.30 0.12 -0.56
H -3.558580 3.719146 -3.248487 -0.17 0.71 0.23
H -6.322649 4.508142 -1.898233 -0.13 -0.38 -0.34
H -5.038231 5.619934 -2.338907 0.22 0.07 0.39
H -5.469063 2.635487 0.177280 -0.43 0.20 -0.34
H -3.773976 2.888283 0.338095 0.08 0.27 -0.04
N -5.899394 3.088773 2.690260 1.36 -0.65 0.16
C -4.531377 3.326854 2.766763 -2.57 -1.04 0.51
C -3.611322 2.296844 2.937770 -0.87 -0.49 0.64
C -4.108830 0.990654 3.077395 -0.59 0.06 -0.32
C -5.481298 0.724159 2.942859 0.30 1.03 -0.12
C -6.341707 1.807737 2.763645 1.57 1.06 -0.58
H -4.307018 4.383284 2.764885 0.39 -0.02 -0.21
H -2.555039 2.461746 3.090955 0.07 0.23 -0.21
H -3.431841 0.173377 3.277781 0.22 -0.10 -0.02
H -5.939600 -0.253281 2.911581 0.38 -0.28 0.27
H -7.383410 1.621339 2.547960 -0.26 0.25 0.28
N 2.395078 0.657632 -3.039472 -0.19 -0.16 -0.45
C 1.096463 0.394268 -2.936814 -0.20 0.56 0.53
C 0.157486 1.400064 -2.683882 0.05 -0.15 -0.25
C 0.552881 2.726853 -2.630872 0.18 -0.53 0.28
C 1.920807 2.995320 -2.711152 -0.94 0.32 -0.42
C 2.756024 1.936994 -2.964859 0.73 -0.18 0.81
H 0.793964 -0.641444 -2.983621 0.01 -0.15 -0.07
H -0.880512 1.151716 -2.518683 -0.09 -0.11 -0.18
H -0.219968 3.468204 -2.491228 0.21 0.35 0.13
H 2.319959 3.995679 -2.631375 -0.03 0.08 0.00
H 3.820362 2.120192 -2.959496 0.27 -0.03 -0.34
N -1.009526 -6.566892 -0.547363 1.01 1.40 1.15
C -0.997753 -6.087035 -1.813859 0.20 -1.85 2.46
C -0.142018 -5.091808 -2.187187 -0.04 1.02 -1.63
C 0.619147 -4.396357 -1.279808 0.21 -0.20 1.75
C 0.575782 -4.798664 0.073322 -0.78 0.11 -1.75
C -0.223801 -5.895721 0.369064 -0.27 -0.14 -1.08
H -1.618436 -6.692534 -2.457697 -0.02 0.48 -0.55
H -0.149082 -4.843250 -3.238169 0.19 0.27 -0.15
H 1.250481 -3.544259 -1.484144 -0.06 0.04 -0.62
H 1.083855 -4.190231 0.806855 0.14 -0.31 0.19
H -0.152799 -6.212597 1.399091 -0.63 -0.66 0.06
N 2.895012 0.127122 3.910389 1.64 0.36 0.41
C 2.919632 0.391438 5.239962 0.38 -0.20 -0.68
C 4.074733 0.598279 5.987074 0.51 0.22 -0.51
C 5.309088 0.532115 5.341220 -1.00 -0.83 0.20
C 5.313985 0.274427 3.979528 0.30 0.14 -0.29
C 4.124320 0.112457 3.277681 -1.70 -0.12 1.62
H 1.989922 0.387924 5.789538 -0.40 0.02 -0.27
H 4.028717 0.817037 7.043685 -0.17 -0.13 0.08
H 6.220293 0.471752 5.917830 0.16 0.50 -0.07
H 6.280198 0.207504 3.501649 -0.05 -0.10 -0.40
H 4.065681 -0.113659 2.223246 0.26 0.10 -0.07
N -5.130687 -0.462014 8.998829 -0.70 0.24 -1.83
C -4.440771 -1.501084 8.451215 -0.30 1.66 1.00
C -4.242575 -1.712104 7.092517 -1.02 0.80 0.00
C -4.884614 -0.795994 6.215527 0.86 -0.69 0.90
C -5.631654 0.239739 6.750830 0.25 -0.16 -0.42
C -5.755048 0.376358 8.120922 1.10 -0.95 0.92
H -3.954773 -2.023187 9.262156 0.24 -0.78 -0.42
H -3.625297 -2.551432 6.808105 0.01 0.10 -0.42
H -4.732604 -0.792501 5.146287 0.06 -0.37 -0.05
H -6.020210 0.969855 6.056317 -0.30 0.15 0.14
H -6.280989 1.220517 8.541849 -0.11 0.00 0.15
N -4.302556 0.645247 -5.101126 2.53 -0.74 -0.85
C -3.673981 -0.038511 -4.114733 0.01 0.79 -0.33
C -2.373662 -0.554030 -4.203035 0.02 -0.21 -1.10
C -1.680525 -0.443923 -5.412398 -0.38 -0.12 1.06
C -2.277490 0.258830 -6.442963 1.33 -0.77 0.35
C -3.514120 0.770084 -6.237717 -2.68 0.13 0.56
H -4.211662 -0.123082 -3.181914 -0.17 -0.17 0.09
H -1.905919 -1.134795 -3.421801 -0.24 0.08 0.39
H -0.725319 -0.935411 -5.523786 0.17 0.17 0.05
H -1.737708 0.322720 -7.376206 -0.30 0.28 -0.23
H -4.003369 1.185143 -7.106488 -0.28 0.51 0.14
N -2.489528 -5.432863 -5.262800 0.02 0.15 0.03
C -3.251853 -6.303177 -5.945079 0.01 1.94 0.15
C -4.205204 -5.840612 -6.871241 0.64 -0.49 0.26
C -4.328182 -4.474581 -7.121869 0.36 -0.10 1.29
C -3.582734 -3.564339 -6.333014 -0.61 -1.38 -0.36
C -2.665114 -4.110367 -5.422623 -0.52 -0.36 -0.87
H -3.059778 -7.329769 -5.670105 -0.32 -0.24 -0.36
H -4.825422 -6.579048 -7.357495 -0.08 0.10 -0.27
H -5.074199 -4.129285 -7.822312 0.03 0.11 -0.07
H -3.846991 -2.519949 -6.409343 0.54 0.22 0.08
H -2.015220 -3.471300 -4.843297 -0.02 0.10 0.23
N 7.451270 0.812058 0.985774 -0.57 0.43 0.05
C 7.526533 2.149469 0.742422 -1.63 -1.66 -1.23
C 6.474508 2.821633 0.070615 2.31 0.09 0.58
C 5.386305 2.132394 -0.396532 -0.61 -0.30 0.28
C 5.271435 0.783052 -0.113077 1.36 -0.66 1.09
C 6.334151 0.148572 0.617268 -0.78 2.05 -0.76
H 8.477377 2.621389 0.941383 -0.07 0.15 0.33
H 6.670243 3.859574 -0.154716 -0.40 0.22 -0.02
H 4.590000 2.650190 -0.910521 -0.04 0.04 -0.11
H 4.386852 0.225607 -0.383587 -0.02 -0.13 -0.14
H 6.196374 -0.876679 0.927566 0.39 -0.24 -0.05
N 6.261063 -3.946895 1.071547 -0.63 -0.16 1.00
C 5.254689 -3.520696 1.882031 1.30 -0.42 -0.94
C 4.148449 -2.921469 1.363985 -1.55 0.43 -1.25
C 4.038783 -2.749089 -0.022414 1.30 -0.20 -0.10
C 5.093529 -3.152173 -0.854624 -1.47 -0.05 0.63
C 6.155453 -3.821096 -0.247074 -0.01 0.34 0.48
H 5.357053 -3.711632 2.940070 0.18 0.04 0.10
H 3.262915 -2.628519 1.908436 0.17 0.01 0.63
H 3.159039 -2.311428 -0.470621 -0.19 0.15 0.13
H 4.900902 -3.007820 -1.907452 0.75 -0.23 -0.24
H 6.971013 -4.303820 -0.764992 0.01 0.24 -0.50
N -1.536355 -1.781105 4.124047 0.39 -2.17 -1.05
C -0.180418 -1.644742 4.009210 -1.77 -0.64 0.36
C 0.718881 -2.693830 3.714979 -1.14 0.40 -0.02
C 0.167966 -3.927970 3.386435 -1.02 0.68 0.26
C -1.242928 -4.101700 3.419219 0.66 0.96 0.01
C -2.076774 -3.030741 3.806040 2.59 0.93 0.35
H 0.092415 -0.616080 4.193128 0.74 -0.08 0.02
H 1.783343 -2.511333 3.712259 0.02 0.06 -0.04
H 0.809907 -4.735618 3.067039 -0.01 -0.16 0.12
H -1.615991 -5.058758 3.085667 -0.39 0.01 0.17
H -3.143612 -3.155410 3.918781 -0.10 0.13 -0.09
N -2.393993 3.577613 7.893700 0.55 -0.85 -1.37
C -1.798798 4.056352 6.753449 -1.34 -0.58 1.99
C -1.200075 3.252486 5.801899 -0.97 0.62 0.06
C -1.362197 1.882451 5.918054 0.22 0.15 0.26
C -2.058460 1.359591 7.011658 0.79 -0.06 -0.23
C -2.493922 2.226805 8.002525 0.60 1.66 -0.19
H -1.922671 5.127117 6.686259 0.53 0.17 -0.32
H -0.802419 3.751878 4.930758 0.41 -0.27 -0.12
H -0.864148 1.288363 5.166122 -0.31 -0.53 0.00
H -2.142332 0.291678 7.149264 -0.13 -0.06 -0.07
H -2.849130 1.892358 8.966046 -0.36 -0.29 -0.10
```
Forces are in eV/Å.

Calculated values
**E_tot**: -4358.006503 hartree
**HOMO energy**: -9.37 eV
**E_LUMO**: 0.01618 Ha

Mulliken atomic charge list, values in e, 2 entries: 0.56 0.80

=====

2.
The following is a DFT calculation (the ωB97M-V functional and the def2-TZVPD basis) of a 2-piece molecular cluster, C4H10N2 overall at a distorted geometry.

Structure (XYZ):
```
16
Properties=species:S:1:pos:R:3:forces:R:3
C 0.619614 -3.444623 -4.097691 -0.16 0.78 0.92
C 0.929690 -4.669624 -4.494148 -0.37 0.13 -0.88
N 1.756946 -5.606702 -3.873783 0.15 -0.27 1.08
H 0.772503 -3.062952 -3.090335 0.53 -0.34 0.03
H 0.135388 -2.681472 -4.694156 -0.14 -0.54 -0.46
H 0.589669 -4.970179 -5.482783 0.12 -0.13 0.03
H 2.152396 -5.271615 -3.004369 0.08 0.38 -0.06
H 1.330926 -6.490078 -3.612058 -0.20 -0.01 -0.65
C 0.151034 4.758219 3.582962 0.11 -0.24 0.00
N -0.951615 5.289489 3.866009 0.04 0.00 -0.08
C -1.996818 4.432364 4.440790 0.12 0.25 -1.16
H 0.944293 5.336450 3.116214 -0.06 0.18 0.07
H 0.384072 3.701284 3.763237 -0.09 -0.06 0.03
H -1.661132 3.981327 5.370368 -0.31 0.08 0.22
H -2.266212 3.652040 3.717377 0.26 -0.14 0.19
H -2.890756 5.046070 4.492365 -0.06 -0.06 0.74
```
Forces are in eV/Å.

Calculated values
**ΔE to the lowest compared entry with this formula, charge and spin**: 51.7 kcal per mole
**E_tot**: -267.842873 hartree
**HOMO energy**: -8.74 eV
**E_LUMO**: 0.04571 Ha
**Structure (SMILES)**: C=CN.C=NC

Mulliken atomic charge list, values in e, 2 entries: -0.79 0.10

=====

3.
The following is a DFT calculation (the ωB97M-V functional and the def2-TZVPD basis) of a 3-piece molecular cluster, C3H12N2O2 overall at a distorted geometry.

Structure (XYZ):
```
19
Properties=species:S:1:pos:R:3:forces:R:3
C 1.273160 -1.351985 -0.705845 2.59 0.43 -0.02
C 0.295975 -0.562538 0.204633 -0.62 -0.82 -0.46
N -1.083152 -0.339985 -0.323286 -0.49 3.92 0.39
C -1.630834 0.847891 0.025531 0.10 -3.60 -2.15
N -1.106485 1.833566 0.763953 0.60 1.05 1.09
H 0.760303 -1.864099 -1.509575 -0.08 -0.52 0.16
H 2.084371 -0.711129 -1.253371 -1.74 -0.51 0.91
H 2.002471 -2.035560 -0.093935 -1.81 0.85 -0.96
H 0.033688 -1.202464 1.043818 0.73 0.08 0.62
H 0.804874 0.349404 0.492076 -0.10 0.20 0.35
H -2.650698 1.071953 -0.402057 1.15 -0.35 0.48
H -0.386061 1.691544 1.458902 0.20 -0.47 -0.27
H -1.587551 2.701568 0.932268 -0.42 -0.29 -0.35
O 0.976131 1.003908 2.820711 0.82 0.53 1.55
H 1.211496 1.479133 3.677460 -0.25 -1.17 -1.73
H 1.636749 0.294051 2.670996 -0.56 0.75 0.34
O -0.920852 -1.418702 -3.169515 0.43 -1.13 -2.87
H -0.985304 -0.720081 -2.549681 -0.18 1.36 1.10
H -0.728280 -1.066474 -4.083083 -0.36 -0.30 1.82
```
Forces are in eV/Å.

Calculated values
**ΔE to the lowest compared entry with this formula, charge and spin**: 40.1 kcal per mole
**E_tot**: -381.450949 hartree
**HOMO energy**: -8.55 eV
**E_LUMO**: 0.01476 Ha
**Structure (SMILES)**: CC/N=C\N.O.O

Mulliken atomic charge list, values in e, 2 entries: -1.16 -0.04

=====

4.
The following is a DFT calculation (the ωB97M-V functional and the def2-TZVPD basis) of C3HN3O2 in the gas phase at a distorted geometry.

Structure (XYZ):
```
9
Properties=species:S:1:pos:R:3:forces:R:3
N -2.581093 1.441215 0.738913 5.51 -4.17 -1.38
C -1.587157 0.777709 0.510215 -3.68 4.12 1.16
C -0.214979 0.277533 0.316389 -0.34 1.36 -0.06
N 0.820045 0.598529 1.057639 -1.28 -0.09 0.90
O 1.796408 -0.180035 0.629371 2.56 1.04 2.68
N 1.497439 -0.954380 -0.372972 -0.76 -0.01 -2.44
C 0.319455 -0.533230 -0.703211 -2.54 -1.51 -0.23
O -0.463861 -0.938615 -1.703657 2.72 -3.71 -1.67
H 0.080981 -1.780425 -2.111137 -2.20 2.97 1.04
```
Forces are in eV/Å.

Calculated values
**ΔE to the lowest compared entry with this formula, charge and spin**: 75.8 kcal per mole
**E_tot**: -429.531699 hartree
**HOMO energy**: -10.97 eV
**E_LUMO**: -0.01417 Ha
**Structure (SMILES)**: N#Cc1nonc1O

Mulliken atomic charge list, values in e, 2 entries: -0.42 0.08